# 1
Computed, not measured: a structure of composition C65H64OP2Pd at a distorted geometry, with ωB97M-V/def2-TZVPD.

Structure (XYZ):
```
133
C65H64OP2Pd, DFT ωB97M-V/def2-TZVPD
C -1.00 0.18 3.43
C -1.33 -0.20 1.98
C -0.42 -1.35 1.58
C -2.80 -0.66 1.92
C -1.11 0.99 1.01
C -1.30 0.83 -0.44
O -1.03 -0.27 -1.03
C -1.76 2.05 -1.13
C -2.55 1.96 -2.45
C -3.24 3.29 -2.78
C -3.63 0.88 -2.30
C -1.61 1.60 -3.60
C -1.42 3.28 -0.58
C -0.93 3.39 0.72
C -0.78 2.24 1.49
H -1.65 1.00 3.78
H -1.16 -0.69 4.08
H 0.05 0.49 3.54
H -0.62 -1.65 0.55
H 0.62 -1.04 1.65
H -0.59 -2.21 2.24
H -3.10 -0.94 0.89
H -2.95 -1.54 2.56
H -3.46 0.14 2.27
H -2.52 4.09 -3.01
H -3.88 3.17 -3.66
H -3.89 3.62 -1.95
H -3.18 -0.09 -2.10
H -4.29 1.14 -1.46
H -4.23 0.82 -3.22
H -1.06 0.68 -3.37
H -2.17 1.47 -4.53
H -0.87 2.40 -3.75
H -1.56 4.19 -1.17
H -0.72 4.37 1.15
H -0.42 2.35 2.52
C -3.46 -4.85 -4.28
C -2.72 -3.66 -4.31
C -1.41 -3.63 -3.84
C -0.80 -4.78 -3.29
C 0.43 -4.70 -2.54
C 0.83 -5.81 -1.79
C 2.00 -6.40 -1.27
C 3.33 -6.49 -1.82
C 4.40 -7.00 -1.04
C 5.72 -6.93 -1.48
C 5.99 -6.47 -2.78
C 4.93 -6.11 -3.63
C 3.62 -6.11 -3.16
Pd 2.77 -6.29 1.59
P 0.79 -6.77 2.51
C 0.28 -8.28 1.62
C -0.81 -8.28 0.73
C -1.21 -9.47 0.12
C -0.50 -10.65 0.38
C 0.64 -10.63 1.18
C 1.06 -9.43 1.78
C 0.75 -7.17 4.29
C -0.16 -8.12 4.79
C -0.28 -8.33 6.16
C 0.51 -7.60 7.05
C 1.46 -6.70 6.56
C 1.60 -6.50 5.19
C -0.64 -5.69 2.19
C -1.81 -5.79 2.97
C -3.02 -5.30 2.47
C -3.06 -4.62 1.25
C -1.87 -4.37 0.56
C -0.66 -4.90 1.02
P 3.75 -4.30 1.73
C 3.40 -3.38 0.21
C 2.22 -2.62 0.10
C 1.99 -1.84 -1.03
C 2.87 -1.91 -2.11
C 3.93 -2.83 -2.09
C 4.18 -3.57 -0.94
C 3.14 -3.37 3.16
C 4.01 -2.74 4.08
C 3.49 -2.20 5.26
C 2.12 -2.26 5.54
C 1.25 -2.85 4.61
C 1.76 -3.37 3.42
C 5.55 -4.51 1.78
C 6.41 -3.58 1.17
C 7.79 -3.77 1.24
C 8.32 -4.86 1.95
C 7.46 -5.78 2.56
C 6.07 -5.61 2.46
C -1.51 -6.02 -3.42
C -2.83 -6.03 -3.86
H -4.50 -4.87 -4.59
H -3.19 -2.74 -4.68
H -0.85 -2.69 -3.79
H 1.00 -3.77 -2.61
H -0.03 -6.40 -1.48
H 1.78 -7.11 -0.44
H 4.19 -7.42 -0.04
H 6.54 -7.24 -0.83
H 7.02 -6.45 -3.14
H 5.13 -5.81 -4.66
H 2.79 -5.81 -3.80
H -1.36 -7.36 0.52
H -2.07 -9.46 -0.55
H -0.84 -11.59 -0.05
H 1.23 -11.53 1.35
H 1.99 -9.37 2.34
H -0.78 -8.70 4.09
H -1.00 -9.06 6.53
H 0.39 -7.74 8.13
H 2.09 -6.14 7.26
H 2.36 -5.82 4.80
H -1.76 -6.27 3.95
H -3.94 -5.45 3.03
H -4.00 -4.26 0.84
H -1.88 -3.76 -0.34
H 0.27 -4.74 0.46
H 1.51 -2.67 0.92
H 1.11 -1.19 -1.07
H 2.70 -1.28 -2.99
H 4.55 -2.96 -2.98
H 4.96 -4.34 -0.93
H 5.07 -2.68 3.85
H 4.17 -1.73 5.98
H 1.72 -1.84 6.47
H 0.18 -2.89 4.81
H 1.08 -3.84 2.71
H 6.01 -2.71 0.65
H 8.46 -3.05 0.75
H 9.40 -4.98 2.04
H 7.86 -6.62 3.12
H 5.39 -6.33 2.92
H -1.04 -6.96 -3.11
H -3.39 -6.98 -3.86
```

LUMO: -3.14 eV
gap between HOMO and LUMO: 1.84 eV
highest occupied orbital energy: -4.9858 eV
calculated total energy: -92545.1653 eV

Mulliken atomic charge list, values in e, 99 entries:
1 C -2.3290
2 C 3.2155
3 C -0.9565
4 C -1.7703
5 C -0.6879
6 C 0.6249
7 O -0.2902
8 C -0.4160
9 C 2.4692
10 C -2.0769
11 C -1.6300
12 C -1.6231
13 C -0.1554
14 C -1.4952
15 C -0.5728
16 H 0.5516
17 H 0.2827
18 H 0.4058
19 H -0.2692
20 H 0.7025
21 H 0.0814
22 H 0.2573
23 H 0.3524
24 H 0.4362
25 H 0.3746
26 H 0.4367
27 H 0.4235
28 H 0.1450
29 H 0.3328
30 H 0.4713
31 H 0.1605
32 H 0.4621
33 H 0.2992
34 H 0.2559
35 H 0.3307
36 H 0.4073
37 C -0.4084
38 C -0.5960
39 C -0.2036
40 C 0.3620
41 C 0.4509
42 C -0.8702
43 C 0.1513
44 C 0.4062
45 C 0.2799
46 C -0.9269
47 C -0.4058
48 C -0.7976
49 C 0.0382
50 Pd -0.6819
51 P 2.3955
52 C 0.2779
53 C -0.3814
54 C -0.6846
55 C -0.5491
56 C -0.6676
57 C -0.3939
58 C 0.5613
59 C -0.5663
60 C -0.6695
61 C -0.5622
62 C -0.5878
63 C -0.6089
64 C 0.5153
65 C -0.7220
66 C -1.0166
67 C -0.9530
68 C -0.5411
69 C 1.1716
70 P 1.9523
71 C 0.5835
72 C 0.5640
73 C -0.4890
74 C -1.0444
75 C -0.9774
76 C -0.5147
77 C 0.0938
78 C -0.6100
79 C -0.8036
80 C -1.0112
81 C -0.5246
82 C 0.8442
83 C 0.5721
84 C -0.3437
85 C -0.7861
86 C -0.5510
87 C -0.6529
88 C -0.5393
89 C -0.1953
90 C -0.8927
91 H 0.4095
92 H 0.4006
93 H 0.3044
94 H 0.3292
95 H -0.5806
96 H 0.3372
97 H 0.3534
98 H 0.4021
99 H 0.4227


# 2
Computed, not measured: a cluster of 4 separate species, C65H70BN6O7S4 in total at a distorted geometry, with ωB97M-V/def2-TZVPD.

Structure (XYZ):
```
153
C65H70BN6O7S4, DFT ωB97M-V/def2-TZVPD
C -1.52 3.38 3.75
C -0.25 4.44 3.52
C -0.30 5.22 2.08
C 1.06 5.11 1.17
N 2.34 4.90 1.94
C 3.49 4.49 1.03
C 4.09 3.01 1.47
C 2.94 1.84 1.11
C 2.54 1.16 2.55
N 1.39 0.19 2.50
C 1.66 -1.16 2.53
N 2.97 -1.93 2.58
C 2.63 -3.40 2.64
N 1.12 -3.37 2.61
B 0.45 -4.76 2.69
C -0.36 -5.05 4.13
O 0.50 -5.76 1.61
N 0.47 -2.14 2.52
C -1.02 -1.81 2.45
C -1.44 -1.21 0.97
C -2.94 -0.53 0.92
S -2.93 1.33 0.64
C -3.11 1.73 -1.21
S -4.34 1.06 -2.21
N -2.15 2.73 -1.89
C -2.63 4.09 -1.39
C -1.67 5.35 -1.80
C -0.78 2.36 -1.35
C 0.47 2.76 -2.37
C 2.70 6.08 2.82
S 2.27 7.70 2.55
S 3.78 5.75 4.36
C 2.62 5.39 5.79
C 2.87 3.83 6.23
C 1.48 2.98 6.51
H -1.11 2.30 4.05
H -2.15 3.76 4.67
H -2.24 3.32 2.83
H 0.72 3.81 3.71
H -0.36 5.25 4.36
H -0.57 6.35 2.24
H -1.17 4.71 1.44
H 0.91 4.19 0.43
H 1.13 6.06 0.46
H 4.39 5.24 1.10
H 3.12 4.37 -0.09
H 5.11 2.74 0.96
H 4.24 3.03 2.65
H 3.40 1.06 0.33
H 2.01 2.32 0.57
H 3.50 0.67 3.00
H 2.23 2.07 3.27
H 0.41 0.60 2.48
H 3.30 -4.36 2.68
H 0.20 -4.39 4.94
H -1.46 -4.60 4.06
H -0.35 -6.18 4.44
H 0.82 -6.65 1.95
H -1.72 -2.68 2.82
H -1.18 -0.92 3.22
H -1.38 -2.09 0.20
H -0.68 -0.33 0.71
H -3.54 -1.13 0.08
H -3.54 -0.74 1.93
H -3.67 4.28 -1.93
H -2.84 4.11 -0.24
H -2.27 6.36 -1.64
H -0.70 5.32 -1.11
H -1.28 5.33 -2.91
H -0.75 1.17 -1.29
H -0.56 2.74 -0.26
H 0.07 3.10 -3.43
H 1.31 1.96 -2.41
H 0.97 3.73 -1.89
H 2.86 6.13 6.67
H 1.50 5.51 5.48
H 3.48 3.24 5.41
H 3.54 3.85 7.22
H 1.58 2.23 7.40
H 0.59 3.73 6.67
H 1.21 2.35 5.55
C 7.98 -3.37 3.87
C 9.32 -3.74 3.99
C 9.81 -4.85 3.30
C 8.94 -5.61 2.50
C 7.60 -5.27 2.40
C 7.12 -4.14 3.08
C 6.67 -6.09 1.61
O 5.49 -5.78 1.51
C 7.18 -7.30 0.93
C 6.30 -8.12 0.21
C 6.78 -9.26 -0.44
C 8.14 -9.57 -0.40
C 9.02 -8.75 0.32
C 8.54 -7.62 0.99
C 9.47 -6.78 1.77
O 10.66 -7.06 1.81
H 7.60 -2.50 4.39
H 9.99 -3.15 4.61
H 10.86 -5.13 3.40
H 6.07 -3.85 2.99
H 5.24 -7.88 0.17
H 6.10 -9.90 -0.99
H 8.52 -10.45 -0.92
H 10.08 -9.00 0.35
C -9.33 9.62 -4.42
C -8.60 10.59 -5.11
C -7.38 10.24 -5.70
C -6.90 8.93 -5.60
C -7.63 7.97 -4.89
C -8.85 8.32 -4.31
C -7.10 6.60 -4.74
O -7.74 5.76 -4.12
C -5.79 6.26 -5.33
C -5.26 4.98 -5.14
C -4.02 4.65 -5.71
C -3.33 5.59 -6.48
C -3.86 6.86 -6.66
C -5.09 7.21 -6.08
C -5.62 8.57 -6.25
O -5.01 9.40 -6.92
H -10.29 9.89 -3.96
H -8.97 11.61 -5.18
H -6.82 11.00 -6.24
H -9.43 7.57 -3.77
H -5.79 4.24 -4.55
H -3.61 3.65 -5.56
H -2.38 5.32 -6.93
H -3.31 7.59 -7.26
C -0.57 -5.06 -1.51
C -0.55 -4.76 -2.88
C -1.45 -5.38 -3.74
C -2.37 -6.31 -3.25
C -2.37 -6.63 -1.89
C -1.48 -5.99 -1.02
C -3.31 -7.65 -1.37
O -3.32 -7.93 -0.17
C -4.22 -8.33 -2.30
C -5.07 -9.34 -1.83
C -5.95 -9.98 -2.70
C -5.99 -9.62 -4.05
C -5.14 -8.62 -4.52
C -4.25 -7.98 -3.65
C -3.33 -6.95 -4.17
O -3.36 -6.63 -5.35
H 0.13 -4.57 -0.84
H 0.17 -4.04 -3.26
H -1.43 -5.13 -4.80
H -1.49 -6.23 0.04
H -5.05 -9.63 -0.78
H -6.60 -10.77 -2.34
H -6.68 -10.11 -4.73
H -5.17 -8.34 -5.58
```

LUMO: -3.46 eV
gap between HOMO and LUMO: 6.71 eV
highest occupied orbital energy: -10.1624 eV
calculated total energy: -135813.5714 eV
net charge: +1

Mulliken atomic charge list, values in e, 99 entries:
1 C -0.6875
2 C 0.8709
3 C 0.0758
4 C -0.1091
5 N 0.5998
6 C -0.7643
7 C -0.5220
8 C 0.4714
9 C -0.6142
10 N 0.4376
11 C 0.0467
12 N -0.4834
13 C -0.1895
14 N 0.6216
15 B 0.2934
16 C -0.8062
17 O -0.5135
18 N 0.2272
19 C -0.8667
20 C 0.4172
21 C -0.6520
22 S 0.1336
23 C -0.1524
24 S -0.1431
25 N 0.0362
26 C -0.0607
27 C -0.6609
28 C -0.0349
29 C -0.9795
30 C -0.1603
31 S -0.1253
32 S -0.1357
33 C -0.2790
34 C -0.3710
35 C -0.5629
36 H 0.0561
37 H 0.3131
38 H 0.1417
39 H -0.7732
40 H 0.2305
41 H 0.3528
42 H -0.3880
43 H -0.7552
44 H 0.3411
45 H 0.3444
46 H 0.2409
47 H 0.4011
48 H 0.1886
49 H 0.4046
50 H -0.4341
51 H 0.3254
52 H -0.3270
53 H 0.1017
54 H 0.3449
55 H 0.2516
56 H 0.2643
57 H 0.3017
58 H 0.2775
59 H 0.3301
60 H 0.2149
61 H 0.0793
62 H -0.1758
63 H 0.3637
64 H 0.3486
65 H 0.2485
66 H 0.1205
67 H 0.3521
68 H -0.0664
69 H 0.2332
70 H 0.0619
71 H 0.1880
72 H 0.3195
73 H 0.3131
74 H 0.1730
75 H 0.4010
76 H -0.0146
77 H 0.1604
78 H 0.3703
79 H 0.3285
80 H 0.2335
81 H -0.0882
82 C -0.6544
83 C -0.4109
84 C -0.6980
85 C 0.4183
86 C 0.1837
87 C -0.2547
88 C 0.4352
89 O -0.7334
90 C 0.1782
91 C -0.4817
92 C -0.5191
93 C -0.4555
94 C -0.5916
95 C 0.2094
96 C 0.5931
97 O -0.6668
98 H 0.4074
99 H 0.3913